# 1
DFT (ωB97M-V with the def2-TZVPD basis set) results for a 2-piece molecular cluster, CH7NOS2 overall.

## Properties
Multiplicity: 1
Structure (SMILES): NCO.SS
F_max, hartree/bohr: 0.107
Molar mass, g/mol: 113.21
HOMO energy, eV: -9.6
ΔE to the lowest compared entry with this formula, charge and spin, kcal per mole: 27.66

```
12
CH7NOS2 | the OMol25 dataset | ωB97M-V with the def2-TZVPD basis set
S 2.918 0.245 -0.010
S 2.475 -1.780 0.187
H 1.622 0.650 -0.142
H 2.754 -1.661 1.463
N -1.124 -0.437 -0.889
C -1.127 0.317 0.339
O -2.359 1.116 0.494
H -1.171 0.248 -1.622
H -0.192 -0.841 -0.994
H -0.253 1.117 0.423
H -1.034 -0.286 1.337
H -2.508 1.312 -0.587
```

# 2
DFT (ωB97M-V with the def2-TZVPD basis set) results for C3H3N3O as an isolated structure.

## Properties
Multiplicity: 1
F_max, hartree/bohr: 0.045
Molar mass, g/mol: 97.08
HOMO energy (spin up / spin down), eV: -9.8 / -9.8
ΔE to the lowest compared entry with this formula, charge and spin, kcal per mole: 119.69

```
10
C3H3N3O | the OMol25 dataset | ωB97M-V with the def2-TZVPD basis set
O 2.156 -1.173 -0.284
C 1.174 -0.544 -0.036
N 1.011 0.872 -0.081
N -0.101 0.828 0.797
C -1.223 0.589 -0.078
C -1.218 -0.741 -0.095
N -0.015 -1.062 0.587
H 1.814 1.364 0.305
H -1.701 1.366 -0.661
H -1.906 -1.496 -0.455
```

# 3
DFT (ωB97M-V with the def2-TZVPD basis set) results for a 2-piece molecular cluster, C3H9O2P2 overall.

## Properties
Multiplicity: 1
F_max, hartree/bohr: 0.123
Molar mass, g/mol: 139.05
HOMO energy, eV: -3.0
Charge: -1
ΔE to the lowest compared entry with this formula, charge and spin, kcal per mole: 42.74

```
16
C3H9O2P2 | the OMol25 dataset | ωB97M-V with the def2-TZVPD basis set
C 3.567 0.910 0.319
C -2.010 -1.767 0.763
C 3.553 0.237 -0.801
O -3.857 0.211 0.534
O -2.364 -0.179 -1.503
P -0.965 1.488 0.393
P -2.445 0.031 0.146
H 2.568 1.265 0.743
H -1.563 0.402 -1.747
H 4.527 1.011 0.820
H -1.010 -1.927 0.907
H -2.605 -1.864 1.595
H -2.338 -2.315 -0.006
H 4.343 -0.211 -1.159
H 2.563 0.237 -1.386
H -1.964 2.471 0.383
```

# 4
DFT (ωB97M-V with the def2-TZVPD basis set) results for C43H66BeINO4Si2Te as an isolated structure.

## Properties
Multiplicity: 1
F_max, hartree/bohr: 0.011
Molar mass, g/mol: 980.69
HOMO energy, eV: -7.2
ΔE to the lowest compared entry with this formula, charge and spin, kcal per mole: 0.00

```
119
C43H66BeINO4Si2Te | the OMol25 dataset | ωB97M-V with the def2-TZVPD basis set
Be -0.874 0.910 -0.394
C -1.981 -1.197 5.579
C -1.876 -2.481 4.755
C -3.291 -3.003 4.475
C -1.113 -3.517 5.591
C -1.166 -2.247 3.421
C -0.970 -0.975 2.912
C -0.374 -0.790 1.665
N -0.217 0.451 1.043
C -0.104 1.680 1.740
C 0.340 1.871 3.032
C 0.450 3.169 3.544
C 0.139 4.223 2.704
C -0.321 4.075 1.385
C -0.462 2.775 0.912
O -0.920 2.421 -0.307
C -0.620 5.357 0.597
C -1.192 5.133 -0.804
C -1.636 6.205 1.376
C 0.685 6.151 0.449
C 0.888 3.367 4.996
C 0.931 4.842 5.393
C 2.287 2.774 5.205
C -0.100 2.648 5.923
C 0.045 -1.906 0.938
O 0.646 -1.737 -0.293
C -0.164 -3.210 1.403
C -0.769 -3.338 2.648
C 0.192 -4.436 0.555
C 1.699 -4.483 0.262
C -0.602 -4.401 -0.760
C -0.168 -5.738 1.274
H -2.431 -1.423 6.547
H -2.608 -0.446 5.096
H -0.999 -0.755 5.760
H -3.833 -3.153 5.411
H -3.261 -3.954 3.941
H -3.852 -2.294 3.863
H -1.598 -3.637 6.562
H -0.082 -3.200 5.761
H -1.089 -4.496 5.114
H -1.307 -0.102 3.448
H 0.593 1.017 3.647
H 0.242 5.229 3.084
H -2.124 4.573 -0.781
H -0.503 4.588 -1.446
H -1.385 6.111 -1.253
H -2.561 5.648 1.536
H -1.876 7.107 0.810
H -1.259 6.514 2.351
H 1.425 5.573 -0.110
H 1.119 6.404 1.417
H 0.501 7.081 -0.093
H 1.654 5.400 4.796
H 1.227 4.927 6.440
H -0.044 5.318 5.283
H 3.004 3.225 4.516
H 2.291 1.697 5.039
H 2.632 2.956 6.225
H -1.107 3.051 5.800
H 0.193 2.773 6.968
H -0.142 1.579 5.714
H -0.950 -4.330 3.029
H 2.032 -3.610 -0.293
H 1.931 -5.368 -0.333
H 2.267 -4.546 1.194
H -0.344 -3.539 -1.371
H -1.675 -4.366 -0.558
H -0.395 -5.304 -1.338
H 0.376 -5.853 2.213
H 0.098 -6.579 0.632
H -1.237 -5.805 1.483
I -6.149 -4.235 0.528
C -4.686 -3.095 -0.410
C -4.118 -2.025 0.266
C -3.135 -1.275 -0.361
C -2.720 -1.584 -1.651
C -3.305 -2.656 -2.314
C -4.286 -3.417 -1.700
C -1.617 -0.835 -2.349
O -1.286 -1.095 -3.487
O -0.978 0.042 -1.621
H -4.434 -1.780 1.270
H -2.699 -0.452 0.191
H -2.969 -2.888 -3.316
H -4.731 -4.256 -2.216
C 5.975 0.190 1.471
Si 4.128 0.359 1.627
C 3.619 2.128 1.353
C 3.555 -0.268 3.280
C 3.358 -0.797 0.332
Te 1.677 -0.137 -0.753
C 2.167 -1.059 -2.578
Si 2.745 0.301 -3.768
C 2.958 -0.381 -5.481
C 1.470 1.655 -3.794
C 4.358 0.947 -3.068
H 6.482 0.792 2.227
H 6.324 0.520 0.491
H 6.286 -0.847 1.608
H 3.865 2.710 2.244
H 2.544 2.253 1.198
H 4.143 2.578 0.506
H 3.996 0.316 4.089
H 3.842 -1.312 3.419
H 2.468 -0.207 3.371
H 3.001 -1.710 0.817
H 4.075 -1.080 -0.442
H 1.228 -1.499 -2.929
H 2.915 -1.830 -2.389
H 2.019 -0.824 -5.818
H 3.731 -1.149 -5.529
H 3.225 0.413 -6.179
H 0.499 1.256 -4.094
H 1.777 2.406 -4.527
H 1.328 2.168 -2.841
H 5.140 0.185 -3.104
H 4.255 1.260 -2.023
H 4.711 1.821 -3.618
```

# 5
DFT (ωB97M-V with the def2-TZVPD basis set) results for a 3-piece molecular cluster, C5H14N2O2 overall.

## Properties
Multiplicity: 1
F_max, hartree/bohr: 0.028
Molar mass, g/mol: 134.18
HOMO energy, eV: -7.4
ΔE to the lowest compared entry with this formula, charge and spin, kcal per mole: 84.54

```
23
C5H14N2O2 | the OMol25 dataset | ωB97M-V with the def2-TZVPD basis set
C 1.241 1.321 -0.756
C 0.016 2.393 0.683
C -1.352 1.769 0.648
N 0.452 0.780 -1.722
H -0.036 -0.078 -1.507
H 0.045 1.348 -2.453
H 1.808 2.193 -1.065
H 0.981 1.199 0.365
H 0.467 2.449 1.675
H 0.072 3.366 0.201
H -2.125 2.442 1.031
H -1.383 0.848 1.234
H -1.630 1.509 -0.380
C -1.480 -2.298 0.116
C 0.879 -2.361 0.348
N 2.009 -1.656 0.126
O -0.217 -1.644 -0.065
O 0.804 -3.478 0.809
H 1.974 -0.690 -0.198
H 2.873 -2.066 0.431
H -1.557 -3.173 -0.530
H -2.236 -1.560 -0.145
H -1.604 -2.613 1.153
```

# 6
DFT (ωB97M-V with the def2-TZVPD basis set) results for a 2-piece molecular cluster, C5H11NO overall.

## Properties
Multiplicity: 1
Structure (SMILES): CC(C)O.CC#N
F_max, hartree/bohr: 0.054
Molar mass, g/mol: 101.15
HOMO energy, eV: -10.3
ΔE to the lowest compared entry with this formula, charge and spin, kcal per mole: 40.73

```
18
C5H11NO | the OMol25 dataset | ωB97M-V with the def2-TZVPD basis set
C -0.688 -0.013 -0.093
C -0.682 1.256 -0.949
C -1.679 -1.028 -0.678
O -1.045 0.277 1.253
H -1.942 0.630 1.267
H 0.311 -0.619 -0.160
H -1.689 1.662 -1.057
H -1.730 -1.907 -0.038
H -0.302 1.030 -1.943
H -0.048 2.015 -0.495
H -2.679 -0.598 -0.753
H -1.355 -1.341 -1.667
C 2.319 0.075 1.278
C 2.382 -0.884 0.227
N 2.043 -1.467 -0.711
H 1.209 0.399 1.197
H 3.001 0.904 1.095
H 2.575 -0.392 2.228
```